# 1
{"formula": "C29H65BN4O8PS", "method": "ωB97M-V/def2-TZVPD", "total_charge": -1, "elements": ["C", "C", "S", "C", "C", "C", "C", "O", "O", "B", "C", "C", "C", "N", "C", "C", "C", "N", "O", "C", "P", "N", "N", "C", "C", "O", "C", "C", "O", "H", "H", "H", "H", "H", "H", "H", "H", "H", "H", "H", "H", "H", "H", "H", "H", "H", "H", "H", "H", "H", "H", "H", "H", "H", "H", "H", "H", "H", "H", "H", "H", "H", "H", "H", "C", "C", "O", "C", "C", "H", "H", "H", "H", "H", "H", "H", "H", "H", "H", "C", "C", "O", "C", "C", "H", "H", "H", "H", "H", "H", "H", "H", "H", "H", "C", "C", "O", "C", "C", "H", "H", "H", "H", "H", "H", "H", "H", "H", "H"], "xyz": [[-4.15055, 2.77366, -2.36238], [-4.52773, 1.46003, -1.64456], [-3.40466, 0.99872, -0.32135], [-1.82967, 0.76806, -1.15816], [-0.67738, 1.81066, -0.92160], [-0.03328, 2.14305, -2.30179], [1.47694, 2.24827, -2.45033], [2.04380, 3.40255, -1.85205], [-1.32236, 2.99357, -0.47826], [-0.42856, 3.82612, 0.39721], [-1.16741, 4.35786, 1.77898], [-2.68973, 4.51248, 1.62585], [-3.49554, 4.18051, 2.89394], [-4.45251, 5.26923, 3.26259], [0.01204, 5.18877, -0.42117], [1.21931, 5.95110, 0.08559], [2.06288, 5.39031, 1.19268], [1.57159, 7.09067, -0.37941], [0.67215, 2.83626, 0.65506], [0.26182, 1.55307, 0.28920], [-0.70850, 1.00484, 1.79484], [-1.22653, -0.49932, 1.82423], [1.49712, 0.80667, 0.06100], [1.33961, -0.53300, -0.39770], [1.74723, -1.72022, 0.43609], [0.83073, -0.72272, -1.50072], [2.57017, 1.07999, 0.99289], [2.61618, 0.49640, 2.38681], [3.48905, 1.80090, 0.61620], [-4.46429, 2.70902, -3.40004], [-4.68633, 3.59255, -1.90016], [-3.08507, 2.94213, -2.28666], [-5.47198, 1.61740, -1.13290], [-4.69969, 0.64434, -2.33972], [-2.04428, 0.71965, -2.21937], [-1.44874, -0.21509, -0.90500], [-0.45966, 3.09153, -2.60514], [-0.34064, 1.42500, -3.05836], [1.98355, 1.36542, -2.08788], [1.69529, 2.30169, -3.51941], [2.61939, 3.11041, -1.14575], [-0.76903, 5.31534, 2.11105], [-0.99335, 3.67718, 2.61786], [-3.07652, 3.88723, 0.82559], [-2.93804, 5.53953, 1.37400], [-4.07287, 3.27895, 2.69656], [-2.83487, 3.97272, 3.72881], [-5.38627, 4.94052, 3.06062], [-4.44926, 5.36447, 4.26965], [-0.83634, 5.87246, -0.35244], [0.18831, 5.02843, -1.48127], [2.67792, 4.58430, 0.80355], [1.44035, 5.01448, 1.99507], [2.70977, 6.16328, 1.58915], [0.92537, 7.36589, -1.11867], [-1.79792, 1.86620, 1.94922], [0.14538, 1.32376, 2.86832], [-0.96827, -0.98342, 0.97619], [2.74914, -1.63010, 0.84034], [1.68628, -2.59227, -0.19885], [1.07266, -1.85784, 1.27655], [2.51788, 1.32833, 3.07567], [1.84119, -0.22841, 2.58871], [3.59734, 0.06411, 2.54004], [-1.62948, -4.61860, -1.24460], [-1.88403, -3.14028, -1.00039], [-3.21662, -2.74079, -1.24564], [-4.21112, -3.35759, -0.45553], [-4.02928, -3.13105, 1.03586], [-1.89129, -4.88049, -2.27197], [-0.57632, -4.85267, -1.08092], [-2.21722, -5.25309, -0.57978], [-1.27222, -2.54729, -1.68204], [-1.58198, -2.85982, 0.01622], [-4.27754, -4.43038, -0.68275], [-5.15207, -2.90982, -0.77771], [-3.10149, -3.56696, 1.40779], [-4.85580, -3.58593, 1.58578], [-4.00108, -2.06316, 1.25614], [-3.87479, -8.73656, -2.45104], [-2.62479, -8.13299, -1.83265], [-2.73881, -7.87107, -0.44685], [-2.99921, -8.98520, 0.38280], [-1.93358, -10.06686, 0.32239], [-4.73251, -8.08327, -2.28724], [-3.73494, -8.86805, -3.52434], [-4.11401, -9.71250, -2.02550], [-2.42583, -7.16751, -2.29441], [-1.75033, -8.76301, -2.03353], [-3.98746, -9.40547, 0.16185], [-3.05050, -8.58377, 1.39468], [-1.85086, -10.50694, -0.67218], [-2.17433, -10.86815, 1.02194], [-0.95871, -9.65521, 0.58638], [6.49855, 0.88334, -0.05291], [6.81471, 2.34472, 0.20489], [7.72529, 2.55635, 1.27463], [9.00042, 1.97013, 1.13010], [9.77373, 2.45290, -0.08636], [6.09114, 0.42164, 0.84754], [5.76289, 0.79632, -0.85176], [7.38365, 0.31433, -0.34679], [5.90122, 2.86277, 0.48976], [7.18023, 2.82772, -0.70840], [8.92246, 0.87595, 1.12498], [9.54651, 2.23970, 2.03497], [9.27057, 2.19725, -1.01918], [10.76469, 1.99660, -0.10595], [9.88955, 3.53708, -0.05734]], "forces_ev_per_a": [[-0.384, -0.784, 0.138], [0.150, 0.754, -0.177], [-0.191, -0.406, 0.670], [0.670, -0.237, -0.106], [-1.732, 1.009, -0.438], [0.833, -0.426, 0.219], [0.236, 0.212, -0.279], [0.041, 0.081, -0.369], [0.047, -0.216, 0.398], [-0.401, 0.918, -0.565], [-0.359, -0.641, -0.182], [-0.112, 0.060, 0.367], [-0.479, 0.422, -0.464], [0.205, -0.409, 0.277], [0.514, -0.406, 0.369], [-0.127, 0.634, -0.220], [0.012, 0.176, -0.066], [0.084, -0.102, 0.180], [0.621, -0.370, 0.435], [0.087, 2.090, -0.023], [-0.781, -1.677, -0.378], [0.551, 0.280, 0.214], [-0.082, -1.823, 0.660], [-0.644, 0.108, -1.353], [0.377, 0.083, -0.090], [0.348, 0.250, 1.377], [1.541, 1.281, -0.576], [-0.166, 0.185, -0.282], [-1.518, -1.176, 0.439], [0.073, 0.145, -0.259], [0.128, 0.333, 0.117], [0.198, 0.233, -0.105], [-0.200, -0.142, 0.183], [0.261, -0.234, -0.121], [-0.080, 0.072, -0.180], [-0.188, -0.203, -0.017], [-0.170, 0.249, 0.070], [-0.059, -0.326, 0.052], [-0.048, -0.215, -0.033], [-0.075, 0.074, -0.200], [0.031, -0.058, 0.430], [0.203, 0.168, 0.005], [0.168, -0.089, 0.120], [0.160, -0.120, -0.233], [-0.007, 0.195, -0.137], [0.057, -0.331, 0.143], [0.146, 0.075, 0.190], [-0.169, 0.123, -0.186], [0.046, 0.159, 0.115], [-0.183, 0.119, -0.006], [0.017, -0.181, -0.188], [-0.003, -0.290, 0.067], [-0.066, -0.302, 0.109], [0.164, 0.200, -0.035], [-0.060, -0.038, -0.077], [0.297, 0.342, -0.019], [-0.046, 0.336, -0.078], [-0.105, -0.202, -0.034], [0.248, 0.015, 0.021], [0.063, -0.171, -0.160], [-0.208, 0.189, 0.106], [-0.032, 0.180, 0.129], [-0.162, -0.122, 0.042], [0.197, -0.120, 0.028], [-0.151, -0.028, 0.053], [0.169, 0.050, 0.000], [-0.021, 0.050, -0.307], [-0.049, -0.045, 0.190], [0.014, 0.065, 0.021], [0.042, 0.037, -0.028], [0.022, 0.018, -0.024], [0.061, -0.023, 0.040], [-0.048, 0.045, 0.010], [-0.021, -0.070, 0.029], [0.051, -0.011, 0.036], [0.024, 0.049, -0.052], [-0.025, -0.055, 0.015], [-0.015, -0.007, -0.018], [0.041, 0.013, -0.016], [-0.047, -0.054, 0.111], [-0.005, -0.082, -0.122], [0.030, 0.162, 0.061], [-0.051, -0.098, 0.031], [0.058, 0.034, -0.082], [0.001, 0.025, -0.023], [0.007, 0.031, -0.014], [0.040, -0.029, -0.046], [0.020, 0.050, 0.076], [-0.031, -0.050, 0.005], [0.020, -0.042, -0.031], [0.001, 0.069, -0.010], [-0.050, -0.042, 0.012], [-0.007, 0.009, 0.022], [0.002, 0.003, 0.020], [0.150, -0.107, 0.054], [-0.108, 0.016, -0.115], [-0.011, 0.084, 0.112], [0.039, -0.069, -0.019], [-0.049, 0.044, -0.049], [-0.056, 0.017, 0.000], [-0.049, 0.037, 0.023], [-0.010, 0.030, -0.072], [0.022, 0.011, 0.073], [0.036, -0.043, -0.008], [0.015, -0.005, -0.059], [-0.040, 0.023, 0.035], [0.021, -0.057, 0.000], [0.009, 0.001, 0.023], [0.009, 0.007, 0.010]], "lowdin_charge": [-0.134, -0.541, 0.879, -0.385, -0.400, -0.064, -0.238, -0.047, -0.067, -0.803, -0.121, -0.215, -0.272, -0.021, -0.043, -0.428, -0.040, 0.091, -0.014, -0.446, 0.875, -0.275, 0.068, -0.413, 0.006, 0.083, -0.377, -0.011, 0.103, 0.060, 0.066, 0.047, 0.051, 0.060, 0.082, 0.032, 0.124, 0.108, 0.092, 0.112, 0.051, 0.091, 0.056, 0.076, 0.099, 0.094, 0.095, 0.044, 0.041, 0.105, 0.087, 0.069, 0.066, 0.067, 0.031, 0.014, 0.015, -0.082, 0.077, 0.083, 0.071, 0.094, 0.054, 0.086, -0.074, -0.284, -0.161, -0.280, -0.076, 0.075, 0.078, 0.056, 0.111, 0.095, 0.103, 0.115, 0.067, 0.071, 0.067, -0.076, -0.278, -0.166, -0.282, -0.081, 0.082, 0.076, 0.064, 0.100, 0.109, 0.106, 0.119, 0.064, 0.075, 0.081, -0.085, -0.270, -0.156, -0.294, -0.084, 0.073, 0.075, 0.063, 0.109, 0.109, 0.104, 0.115, 0.064, 0.072, 0.080]}

# 2
{"formula": "C45H48N2O4P", "method": "ωB97M-V/def2-TZVPD", "total_charge": 1, "elements": ["C", "O", "C", "C", "C", "C", "C", "C", "C", "N", "C", "C", "C", "C", "C", "C", "C", "C", "C", "O", "N", "C", "C", "C", "C", "C", "C", "H", "H", "H", "H", "H", "H", "H", "H", "H", "H", "H", "H", "H", "H", "H", "H", "H", "H", "H", "H", "H", "H", "H", "H", "H", "H", "H", "C", "C", "O", "C", "C", "P", "C", "C", "C", "C", "C", "C", "C", "C", "C", "C", "C", "C", "C", "C", "C", "C", "C", "C", "O", "H", "H", "H", "H", "H", "H", "H", "H", "H", "H", "H", "H", "H", "H", "H", "H", "H", "H", "H", "H", "H"], "xyz": [[6.68244, 3.24858, 0.87860], [6.14128, 1.98753, 1.32587], [4.84746, 1.68440, 1.05113], [4.37419, 0.47959, 1.61317], [3.13211, 0.00934, 1.25593], [2.31378, 0.69090, 0.35168], [0.89871, 0.17495, 0.02196], [-0.06967, 1.37973, 0.02509], [-1.38618, 1.31315, 0.34151], [-2.16416, 2.36986, 0.76178], [-3.48182, 2.11385, 1.32997], [-4.40092, 1.41590, 0.32964], [-5.83601, 1.29147, 0.77430], [-6.84860, 1.53570, -0.15685], [-8.18468, 1.52470, 0.24931], [-8.50653, 1.21183, 1.57632], [-7.49299, 0.88189, 2.48497], [-6.15367, 0.90715, 2.08122], [-3.94101, 3.51275, 1.74932], [-5.02149, 3.82556, 2.24129], [-2.92137, 4.37650, 1.45636], [-3.00797, 5.76497, 1.84118], [-1.67342, 3.72127, 1.07377], [-0.70122, 3.73791, 2.26392], [-1.06973, 4.45551, -0.13286], [2.81057, 1.86159, -0.23020], [4.01762, 2.41929, 0.17554], [7.73104, 3.19319, 1.17340], [6.59613, 3.37025, -0.21115], [6.18859, 4.08595, 1.39162], [5.02962, -0.08622, 2.27493], [2.78564, -0.92190, 1.70664], [0.58719, -0.44181, 0.87553], [0.39775, 2.36376, -0.01517], [-1.90410, 0.34525, 0.32483], [-3.39909, 1.49306, 2.24690], [-4.36049, 1.97565, -0.61766], [-3.98436, 0.41614, 0.13009], [-6.57165, 1.76753, -1.18873], [-8.96828, 1.76331, -0.47036], [-9.54833, 1.22032, 1.90283], [-7.73488, 0.61456, 3.51435], [-5.35490, 0.64991, 2.78061], [-4.06012, 6.03437, 1.94587], [-2.49962, 5.96007, 2.79394], [-2.54984, 6.38543, 1.06945], [-1.23193, 3.44245, 3.17944], [0.13713, 3.05443, 2.10023], [-0.31656, 4.75868, 2.38958], [-1.85389, 4.63474, -0.88087], [-0.66489, 5.41544, 0.21371], [-0.26640, 3.89066, -0.60540], [2.21116, 2.38694, -0.97198], [4.33815, 3.39395, -0.19562], [-3.19347, -0.28848, -3.53507], [-2.51817, -1.18703, -2.54710], [-1.29058, -0.50152, -2.17514], [-0.60845, -1.20858, -1.26399], [0.84559, -0.77160, -1.09425], [1.77055, -2.38458, -0.83113], [1.37960, -3.24874, 0.74126], [1.46294, -4.65676, 0.83511], [1.25339, -5.32479, 2.04539], [0.90275, -4.61476, 3.19620], [0.76252, -3.22775, 3.11220], [0.99442, -2.56493, 1.91039], [1.71485, -3.68951, -2.10680], [2.76181, -4.63587, -2.12528], [2.77729, -5.67823, -3.05051], [1.75302, -5.78145, -3.99541], [0.71676, -4.84113, -3.99344], [0.68599, -3.80391, -3.05321], [3.54044, -1.99132, -0.93030], [4.48060, -2.53592, -0.04310], [5.82542, -2.19078, -0.16785], [6.24269, -1.33485, -1.18711], [5.31570, -0.85393, -2.11228], [3.96924, -1.19853, -2.00293], [-1.12516, -2.09949, -0.59707], [-4.10628, -0.76629, -3.89041], [-3.46545, 0.68110, -3.09993], [-2.54780, -0.11930, -4.40305], [-3.12616, -1.37496, -1.65477], [-2.21511, -2.14205, -2.99562], [1.23862, -0.32850, -2.03538], [1.67426, -5.24288, -0.05575], [1.36031, -6.40949, 2.08250], [0.73707, -5.13005, 4.14286], [0.47105, -2.64136, 3.98347], [0.85149, -1.48433, 1.92067], [3.57804, -4.56157, -1.40269], [3.59410, -6.40180, -3.02895], [1.76709, -6.59061, -4.72841], [-0.07964, -4.91329, -4.73381], [-0.13061, -3.07811, -3.05296], [4.15921, -3.21387, 0.75248], [6.54741, -2.59336, 0.54440], [7.29494, -1.06064, -1.27507], [5.63456, -0.21644, -2.93543], [3.25339, -0.85970, -2.75370]], "forces_ev_per_a": [[-0.239, -0.446, 0.229], [-0.171, 0.586, -0.027], [-0.257, -0.252, -0.365], [0.566, 0.578, -0.404], [-0.512, 0.048, 0.269], [-0.024, 0.045, -0.359], [0.334, 1.606, 2.750], [-0.164, -0.087, -0.135], [0.763, 0.318, 0.390], [0.046, -0.353, -0.512], [0.018, -0.084, 0.344], [-0.016, -0.010, -0.267], [-0.082, -0.327, -0.026], [-0.111, 0.156, 0.469], [0.116, -0.180, 0.201], [0.205, 0.009, -0.098], [0.218, 0.003, -0.258], [-0.512, 0.135, -0.250], [-0.763, 0.473, 0.172], [1.317, -0.453, -0.568], [-0.619, -0.481, 0.190], [0.250, 0.232, 0.025], [0.126, 0.166, 0.002], [-0.051, -0.019, 0.052], [-0.283, 0.035, -0.054], [-0.374, -0.003, 0.458], [0.722, -0.382, 0.237], [-0.158, 0.187, -0.130], [0.028, -0.114, 0.285], [0.108, -0.199, -0.147], [-0.173, 0.202, -0.129], [0.162, 0.334, -0.080], [0.067, 0.723, -0.333], [-0.064, -0.715, 0.142], [0.145, 0.419, 0.294], [-0.059, 0.292, -0.279], [0.023, -0.135, 0.229], [-0.091, 0.171, -0.003], [-0.180, 0.037, 0.312], [0.162, -0.093, 0.232], [0.330, -0.014, -0.115], [-0.008, 0.077, -0.303], [-0.340, 0.147, -0.119], [0.147, -0.134, -0.029], [-0.092, -0.042, -0.100], [-0.088, 0.047, 0.062], [0.168, 0.031, -0.204], [-0.074, 0.171, 0.041], [-0.018, -0.309, 0.095], [0.225, -0.034, 0.168], [-0.093, -0.219, -0.229], [-0.137, 0.229, 0.066], [0.119, 0.001, 0.172], [-0.085, -0.411, -0.065], [-0.298, 0.180, -0.437], [-0.244, 0.344, -0.088], [0.785, -1.053, 0.484], [-1.122, -0.378, 0.143], [-0.593, -1.727, -2.770], [1.068, -0.869, 0.512], [-0.263, -0.181, 0.660], [0.058, 0.293, -0.227], [-0.061, 0.261, 0.013], [0.124, 0.167, -0.310], [0.034, -0.210, -0.132], [0.000, 0.173, 0.126], [-0.570, -0.085, -0.699], [0.071, 0.166, 0.101], [-0.218, 0.233, 0.072], [-0.121, 0.286, 0.181], [0.055, 0.014, 0.030], [0.231, -0.077, 0.125], [0.362, -0.038, 0.123], [-0.169, 0.231, -0.076], [-0.040, -0.123, -0.016], [-0.124, -0.060, 0.029], [-0.156, -0.088, -0.058], [0.099, -0.019, 0.291], [1.158, 0.928, -0.750], [-0.046, 0.024, -0.007], [0.130, -0.250, -0.017], [-0.105, 0.040, 0.145], [0.193, 0.025, -0.231], [-0.266, 0.116, 0.167], [-0.305, -0.317, 0.412], [0.011, 0.078, 0.271], [-0.074, 0.317, -0.062], [0.041, 0.122, -0.298], [0.064, -0.200, -0.215], [0.149, -0.762, 0.185], [-0.254, -0.008, -0.299], [-0.265, 0.242, -0.026], [-0.053, 0.298, 0.223], [0.199, 0.019, 0.201], [0.203, -0.327, -0.106], [0.075, 0.301, -0.161], [-0.188, 0.117, -0.241], [-0.323, -0.067, 0.043], [-0.031, -0.152, 0.203], [0.251, 0.053, 0.189]], "lowdin_charge": [-0.054, -0.089, -0.266, 0.011, -0.053, -0.187, -0.277, -0.030, -0.052, -0.010, -0.183, -0.093, -0.236, -0.044, -0.077, -0.084, -0.070, -0.042, -0.365, 0.088, -0.038, -0.012, -0.471, 0.010, 0.004, -0.033, 0.003, 0.095, 0.092, 0.101, 0.130, 0.096, 0.099, 0.059, 0.128, 0.160, 0.129, 0.111, 0.110, 0.104, 0.103, 0.105, 0.112, 0.099, 0.099, 0.088, 0.101, 0.076, 0.088, 0.103, 0.087, 0.062, 0.119, 0.109, -0.056, -0.205, 0.006, -0.527, -0.207, 1.231, -0.258, -0.058, -0.053, -0.049, -0.048, -0.088, -0.281, -0.091, -0.051, -0.051, -0.053, -0.046, -0.331, -0.093, -0.060, -0.052, -0.049, -0.066, 0.101, 0.088, 0.082, 0.087, 0.125, 0.122, 0.151, 0.096, 0.116, 0.117, 0.118, 0.084, 0.109, 0.118, 0.117, 0.114, 0.093, 0.119, 0.118, 0.117, 0.115, 0.113]}

One value per record, in order, for energy: -74268.378, -67896.873 eV.